Record 1
{
  "formula": "C50H31CoGeN8",
  "method": "the ωB97M-V functional and the def2-TZVPD basis",
  "multiplicity": 3,
  "orbital_gap_ha": [0.1693, 0.2150],
  "s2": 2.05,
  "symbols": ["Co", "C", "C", "C", "C", "C", "N", "C", "N", "C", "C", "C", "C", "C", "C", "C", "C", "N", "C", "N", "C", "N", "C", "N", "C", "N", "C", "C", "C", "C", "C", "C", "C", "C", "C", "C", "C", "C", "N", "C", "C", "H", "H", "H", "H", "H", "H", "H", "H", "H", "H", "H", "H", "H", "H", "H", "H", "C", "C", "C", "C", "C", "C", "Ge", "C", "C", "C", "C", "C", "C", "C", "C", "C", "C", "C", "C", "H", "H", "H", "H", "H", "H", "H", "H", "H", "H", "H", "H", "H", "H", "H"],
  "positions_angstrom": [[-0.795, -0.585, 0.972], [-5.157, -1.091, -3.839], [-4.857, -2.449, -3.762], [-3.966, -2.934, -2.815], [-3.384, -2.018, -1.958], [-2.486, -2.173, -0.818], [-2.174, -0.946, -0.289], [-2.905, -0.011, -0.983], [-3.005, 1.253, -0.699], [-2.285, 1.812, 0.270], [-2.441, 3.191, 0.659], [-3.307, 4.188, 0.233], [-3.175, 5.437, 0.812], [-2.196, 5.691, 1.779], [-1.330, 4.699, 2.207], [-1.470, 3.439, 1.641], [-0.740, 2.204, 1.804], [0.360, 2.103, 2.543], [1.002, 0.980, 2.666], [0.573, -0.254, 2.241], [1.447, -1.184, 2.749], [1.247, -2.467, 2.822], [0.204, -3.032, 2.216], [-0.557, -2.462, 1.230], [-1.394, -3.432, 0.754], [-2.195, -3.332, -0.304], [-1.243, -4.642, 1.527], [-1.919, -5.854, 1.509], [-1.540, -6.810, 2.437], [-0.517, -6.562, 3.359], [0.150, -5.349, 3.388], [-0.224, -4.388, 2.457], [2.559, -0.514, 3.413], [3.713, -0.991, 4.008], [4.563, -0.061, 4.591], [4.243, 1.295, 4.612], [3.083, 1.770, 4.018], [2.259, 0.850, 3.397], [-1.280, 1.232, 1.000], [-3.673, -0.656, -2.044], [-4.569, -0.173, -2.980], [-5.861, -0.751, -4.587], [-5.329, -3.135, -4.453], [-3.734, -3.988, -2.740], [-4.050, 3.979, -0.524], [-3.844, 6.237, 0.522], [-2.116, 6.687, 2.195], [-0.575, 4.881, 2.959], [-2.718, -6.031, 0.802], [-2.053, -7.763, 2.460], [-0.261, -7.329, 4.078], [0.923, -5.143, 4.115], [3.939, -2.048, 4.005], [5.491, -0.393, 5.037], [4.918, 1.987, 5.097], [2.825, 2.820, 4.031], [-4.793, 0.883, -3.033], [4.196, -2.354, -2.887], [3.344, -1.629, -3.705], [2.331, -0.860, -3.149], [2.155, -0.810, -1.770], [2.992, -1.574, -0.959], [4.017, -2.327, -1.511], [0.829, 0.447, -0.973], [-0.230, 1.094, -2.530], [-0.877, 0.135, -3.308], [-1.631, 0.497, -4.412], [-1.776, 1.837, -4.741], [-1.138, 2.802, -3.977], [-0.365, 2.432, -2.886], [1.935, 1.956, -0.290], [3.277, 1.751, 0.025], [4.066, 2.792, 0.491], [3.529, 4.065, 0.626], [2.191, 4.279, 0.332], [1.396, 3.225, -0.087], [4.997, -2.938, -3.321], [3.471, -1.651, -4.780], [1.677, -0.286, -3.793], [2.841, -1.579, 0.116], [4.681, -2.891, -0.869], [-0.777, -0.914, -3.045], [-2.117, -0.266, -5.008], [-2.377, 2.125, -5.593], [-1.241, 3.849, -4.232], [0.154, 3.199, -2.329], [3.712, 0.769, -0.106], [5.102, 2.609, 0.745], [4.150, 4.885, 0.960], [1.765, 5.269, 0.441], [0.341, 3.395, -0.262]],
  "mulliken_charge": [-0.66, -0.86, -0.70, -0.38, 0.39, 0.20, -0.08, -0.17, -0.38, -0.80, 0.83, -0.19, -0.69, -0.76, -0.29, 0.69, -0.72, -0.40, 0.15, 0.08, 0.06, -0.65, -0.16, 0.05, -0.08, -0.66, 0.03, -0.18, -0.62, -0.62, -0.22, 0.30, 0.36, -0.45, -0.64, -0.77, -0.02, 0.42, -0.02, 0.57, 0.24, 0.42, 0.42, 0.56, 0.58, 0.41, 0.41, 0.59, 0.54, 0.40, 0.40, 0.53, 0.55, 0.41, 0.42, 0.59, 0.61, -0.61, -0.64, -0.65, 0.33, -0.23, -0.72, 1.45, 0.15, -0.34, -0.78, -0.70, -0.76, -0.18, 0.33, -0.48, -0.92, -0.73, -1.20, 0.37, 0.36, 0.42, 0.31, 0.48, 0.43, 0.63, 0.43, 0.39, 0.45, 0.29, 0.35, 0.47, 0.40, 0.45, 0.41]
}

Record 2
{
  "formula": "C50H33Cl4F2IrN6",
  "method": "the ωB97M-V functional and the def2-TZVPD basis",
  "multiplicity": 2,
  "orbital_gap_ha": [0.2018, 0.1383],
  "charge": 1,
  "s2": 0.77,
  "symbols": ["Ir", "Cl", "C", "C", "C", "C", "C", "C", "C", "C", "C", "C", "C", "C", "C", "C", "C", "C", "Cl", "C", "C", "C", "N", "C", "C", "C", "C", "C", "C", "Cl", "C", "C", "C", "C", "C", "C", "N", "C", "C", "C", "C", "C", "N", "C", "C", "C", "C", "Cl", "C", "C", "C", "C", "N", "H", "H", "H", "H", "H", "H", "H", "H", "H", "H", "H", "H", "H", "H", "H", "H", "H", "H", "H", "H", "H", "H", "H", "H", "C", "C", "C", "C", "N", "N", "C", "H", "H", "H", "H", "H", "H", "H", "H", "F", "C", "F", "H"],
  "positions_angstrom": [[0.001, 0.040, 0.037], [8.144, 4.109, 1.649], [6.721, 3.154, 1.533], [5.974, 3.162, 0.359], [4.824, 2.408, 0.282], [4.381, 1.646, 1.374], [5.160, 1.628, 2.532], [6.325, 2.366, 2.610], [3.115, 0.929, 1.199], [2.017, 1.197, 2.043], [2.082, 1.904, 3.285], [0.803, 2.023, 3.744], [-0.052, 1.406, 2.780], [-1.463, 1.430, 2.833], [-2.095, 2.081, 3.991], [-1.919, 1.584, 5.283], [-2.497, 2.208, 6.370], [-3.240, 3.368, 6.181], [-3.941, 4.165, 7.538], [-3.405, 3.891, 4.904], [-2.851, 3.243, 3.819], [-2.304, 0.981, 1.798], [-1.897, 0.437, 0.603], [-3.014, 0.285, -0.168], [-3.067, -0.164, -1.507], [-4.286, 0.193, -2.249], [-5.152, -0.705, -2.870], [-6.279, -0.253, -3.531], [-6.552, 1.109, -3.595], [-7.961, 1.674, -4.406], [-5.679, 2.022, -3.013], [-4.571, 1.561, -2.337], [-1.985, -0.771, -2.178], [-2.055, -1.423, -3.444], [-0.795, -1.861, -3.742], [0.056, -1.440, -2.679], [-0.695, -0.806, -1.715], [1.463, -1.558, -2.688], [2.302, -1.035, -1.680], [3.724, -1.126, -1.701], [4.183, -0.388, -0.640], [3.041, 0.114, 0.043], [1.903, -0.332, -0.570], [2.158, -2.022, -3.906], [2.957, -1.091, -4.581], [3.689, -1.439, -5.696], [3.647, -2.753, -6.148], [4.590, -3.215, -7.514], [2.845, -3.690, -5.507], [2.098, -3.324, -4.401], [-4.169, 0.642, 0.591], [-3.726, 1.066, 1.815], [0.711, 0.885, 1.767], [6.298, 3.761, -0.478], [4.229, 2.428, -0.618], [4.883, 0.992, 3.359], [6.934, 2.332, 3.499], [2.973, 2.280, 3.743], [0.465, 2.514, 4.633], [-1.344, 0.683, 5.432], [-2.376, 1.807, 7.362], [-3.963, 4.804, 4.771], [-2.969, 3.660, 2.831], [-4.966, -1.767, -2.808], [-6.956, -0.954, -3.990], [-5.866, 3.082, -3.088], [-3.885, 2.268, -1.897], [-2.946, -1.542, -4.027], [-0.470, -2.406, -4.603], [4.303, -1.681, -2.413], [5.199, -0.225, -0.340], [2.983, -0.073, -4.228], [4.297, -0.712, -6.214], [2.820, -4.704, -5.875], [1.488, -4.067, -3.908], [-5.184, 0.556, 0.254], [-4.320, 1.400, 2.644], [-0.027, -5.504, -0.051], [-0.158, -4.221, 0.673], [-0.509, -3.959, 1.980], [-0.475, -2.566, 2.123], [-0.122, -2.008, 0.965], [0.069, -3.026, 0.104], [-0.798, -1.819, 3.364], [-0.280, -6.317, 0.622], [0.992, -5.643, -0.409], [-0.694, -5.537, -0.910], [-0.761, -4.669, 2.738], [0.340, -2.847, -0.854], [-0.706, -2.479, 4.224], [-1.824, -1.450, 3.327], [-0.135, -0.969, 3.495], [1.268, 2.435, -0.905], [0.019, 1.898, -0.888], [-0.738, 2.803, -0.205], [-0.350, 1.926, -1.930]],
  "mulliken_charge": [0.72, -0.19, 0.31, -1.07, 0.04, -0.48, -0.23, -0.97, 0.99, 0.72, -1.84, -1.59, -0.51, 1.94, -0.01, -0.03, -1.08, 0.31, -0.19, -1.07, -0.20, 0.04, 0.94, 0.48, 1.09, -0.80, -0.10, -0.97, 0.32, -0.19, -1.00, 0.05, 0.28, -1.62, -1.76, 0.17, 0.60, 1.52, 0.96, -1.65, -1.67, 0.32, 0.51, -0.92, -0.06, -1.08, 0.35, -0.19, -1.07, 0.07, -1.73, -1.42, 0.76, 0.43, 0.49, 0.61, 0.41, 0.69, 0.73, 0.48, 0.43, 0.43, 0.55, 0.60, 0.42, 0.43, 0.49, 0.70, 0.69, 0.76, 0.67, 0.52, 0.43, 0.42, 0.56, 0.66, 0.79, -1.45, 0.97, -1.63, 0.53, -0.06, 0.26, -0.93, 0.37, 0.32, 0.32, 0.51, -0.19, 0.50, 0.15, 0.10, -0.21, 0.18, -0.27, 0.34]
}

Record 3
{
  "formula": "C50H34N8Ti",
  "method": "the ωB97M-V functional and the def2-TZVPD basis",
  "multiplicity": 1,
  "orbital_gap_ha": [0.1718, 0.1718],
  "symbols": ["Ti", "C", "C", "C", "C", "C", "C", "C", "C", "C", "C", "C", "N", "C", "C", "C", "C", "C", "C", "C", "C", "C", "C", "C", "C", "C", "N", "C", "C", "C", "C", "C", "C", "C", "C", "C", "C", "C", "C", "N", "C", "C", "N", "C", "C", "C", "C", "C", "C", "H", "H", "H", "H", "H", "H", "H", "H", "H", "H", "H", "H", "H", "H", "H", "H", "H", "H", "H", "H", "H", "H", "H", "H", "H", "H", "H", "H", "N", "C", "C", "N", "C", "C", "N", "C", "C", "N", "H", "H", "H", "H", "H", "H"],
  "positions_angstrom": [[0.201, -0.033, -0.151], [1.436, -4.581, 5.623], [2.334, -3.708, 5.026], [1.910, -2.876, 3.999], [0.590, -2.894, 3.553], [-0.301, -3.775, 4.163], [0.118, -4.609, 5.188], [0.157, -1.968, 2.475], [-0.394, -2.546, 1.274], [-0.626, -3.889, 1.043], [-1.260, -3.981, -0.201], [-1.373, -2.698, -0.720], [-0.837, -1.802, 0.185], [-1.791, -2.300, -2.065], [-1.202, -1.238, -2.674], [-1.138, -1.014, -4.121], [-0.419, 0.086, -4.349], [-0.092, 0.682, -3.059], [0.318, 1.948, -2.856], [0.713, 2.771, -4.034], [-0.142, 3.741, -4.553], [0.221, 4.478, -5.669], [1.446, 4.257, -6.284], [2.305, 3.295, -5.775], [1.940, 2.559, -4.656], [0.234, 2.607, -1.575], [-0.150, 1.997, -0.392], [-0.294, 3.011, 0.545], [-0.481, 2.768, 1.956], [-0.823, 3.874, 2.892], [-1.915, 3.687, 3.741], [-2.302, 4.664, 4.645], [-1.606, 5.861, 4.718], [-0.516, 6.062, 3.884], [-0.130, 5.081, 2.983], [-0.286, 1.546, 2.507], [0.027, 1.282, 3.909], [0.390, 0.000, 4.025], [0.193, -0.634, 2.723], [-0.176, 0.345, 1.803], [-0.041, 4.234, -0.065], [0.329, 3.981, -1.384], [-0.505, -0.197, -2.044], [-2.872, -3.000, -2.811], [-3.123, -4.375, -2.786], [-4.173, -4.936, -3.498], [-5.019, -4.144, -4.256], [-4.809, -2.774, -4.275], [-3.765, -2.217, -3.557], [1.760, -5.232, 6.425], [3.363, -3.673, 5.364], [2.605, -2.182, 3.537], [-1.332, -3.792, 3.833], [-0.591, -5.280, 5.655], [-0.371, -4.700, 1.704], [-1.523, -4.903, -0.682], [-1.559, -1.680, -4.854], [-0.161, 0.516, -5.304], [-1.100, 3.908, -4.076], [-0.457, 5.224, -6.065], [1.728, 4.832, -7.157], [3.262, 3.117, -6.250], [2.607, 1.806, -4.255], [-2.483, 2.768, 3.667], [-3.157, 4.489, 5.285], [-1.908, 6.628, 5.419], [0.049, 6.984, 3.939], [0.758, 5.246, 2.388], [0.033, 2.032, 4.683], [0.708, -0.513, 4.919], [-0.094, 5.207, 0.388], [0.583, 4.704, -2.140], [-2.494, -5.041, -2.224], [-4.322, -6.007, -3.457], [-5.838, -4.584, -4.810], [-5.473, -2.126, -4.832], [-3.660, -1.140, -3.540], [3.295, -2.801, 0.255], [2.637, -3.616, -0.649], [1.682, -2.851, -1.238], [1.741, -1.581, -0.714], [2.716, -1.588, 0.176], [2.998, -0.318, 0.802], [2.200, 0.678, 0.461], [2.660, 1.796, 1.118], [3.754, 1.458, 1.848], [3.963, 0.105, 1.645], [3.997, -3.098, 0.910], [2.896, -4.652, -0.770], [0.951, -3.118, -1.980], [2.165, 2.747, 1.011], [4.395, 2.038, 2.486], [4.713, -0.440, 2.031]],
  "mulliken_charge": [-1.23, -0.48, -0.88, 0.12, -0.54, -0.14, -0.87, 1.69, 0.42, -1.56, -0.95, 0.46, 0.16, 0.78, 0.08, -1.28, -1.59, 0.21, 0.65, -0.74, 0.16, -0.84, -0.36, -0.85, 0.09, 0.52, 0.77, -0.36, 1.00, -0.31, -0.09, -0.86, -0.39, -0.95, -0.23, 0.86, -1.36, -1.92, 0.34, 0.67, -1.17, -1.26, 0.93, 0.09, -0.23, -0.89, -0.44, -0.83, -0.24, 0.39, 0.40, 0.35, 0.55, 0.39, 0.64, 0.35, 0.68, 0.51, 0.51, 0.38, 0.39, 0.39, 0.42, 0.46, 0.39, 0.39, 0.40, 0.54, 0.50, 0.53, 0.67, 0.62, 0.38, 0.40, 0.39, 0.38, 0.50, 0.03, -1.13, -0.21, 0.56, 0.06, -0.07, 0.69, -0.16, -1.16, 0.00, 0.21, 0.41, 0.63, 0.47, 0.43, 0.19]
}